Record 1
One molecule with the formula C7H6F3I at a distorted geometry, computed with ωB97M-V with the def2-TZVPD basis set.

```
17
C7H6F3I ωB97M-V with the def2-TZVPD basis set
C -1.232 -1.357 0.262
H 1.518 -0.953 -0.147
H -0.671 -0.019 -1.812
H -0.755 -0.333 1.890
I -0.025 -1.572 -3.956
C 0.707 2.236 1.201
H -2.132 -1.707 0.714
C 1.355 1.131 0.432
H 1.957 1.492 -0.317
F -0.431 2.748 0.703
C -0.395 -0.573 0.941
F 1.528 3.313 1.336
C -0.943 -1.992 -1.051
C -0.754 -1.122 -2.041
H -1.082 -3.057 -0.983
F 0.484 1.913 2.478
C 0.873 -0.148 0.349
```

Computed properties:
- SMILES: FC(F)(F)\C=C/C=C\C=C\I
- Multiplicity: 1
- HOMO: -0.3333 Eh
- Gap between HOMO and LUMO: 9.14 eV
- Net charge: 0

=====

Record 2
One molecule with the formula C18H19N5O2S at a distorted geometry, computed with ωB97M-V with the def2-TZVPD basis set.

```
45
C18H19N5O2S ωB97M-V with the def2-TZVPD basis set
C 1.313 -2.900 2.010
H -0.371 -4.805 4.261
H -2.541 0.962 0.460
H 1.794 -4.706 2.842
N 2.144 1.284 -3.094
C 2.015 -0.815 -1.723
C 1.406 0.377 -2.265
O 2.335 3.096 -4.218
H -2.699 2.210 2.462
C -2.367 2.804 1.656
H 2.171 -2.982 1.382
C 0.127 0.684 -1.817
H -2.330 1.205 -1.963
H 1.694 -3.295 4.054
O -0.259 3.905 -3.307
H 1.235 -1.808 2.243
C -1.697 4.266 -0.588
C 0.249 2.867 -3.050
C -1.833 2.207 -1.976
N 3.254 -1.237 -1.909
C -1.990 4.170 1.741
C -1.661 4.916 0.706
C -1.988 2.879 -0.695
N -0.408 1.961 -2.217
C -2.339 2.096 0.428
C -0.225 -4.025 3.506
H 3.070 0.962 -3.478
H -2.262 2.820 -2.762
H -0.378 -5.506 1.769
C -0.675 -4.467 2.068
H 0.695 -4.091 0.356
N 1.255 -1.618 -1.012
C 1.250 -3.815 3.204
H -0.732 -3.164 3.935
H 3.870 -0.417 -1.676
S -1.068 -2.436 0.178
H 3.342 -2.145 -1.387
H -1.759 -4.478 1.891
H -1.220 5.909 0.954
C 0.159 -3.511 1.156
C -0.010 -1.314 -0.740
H -2.097 4.704 2.706
H -1.510 4.866 -1.520
C 1.611 2.513 -3.461
N -0.569 -0.130 -1.108
```

Computed properties:
- SMILES: Nc1nc(SC2CCCC2)nc2c1[nH]c(=O)c(=O)n2Cc1ccccc1
- Multiplicity: 1
- HOMO: -0.3013 Eh
- Gap between HOMO and LUMO: 8.32 eV
- Net charge: 0

=====

Record 3
A 9-piece molecular cluster, C31H68N9O9 overall at a distorted geometry, computed with ωB97M-V with the def2-TZVPD basis set.

```
117
C31H68N9O9 ωB97M-V with the def2-TZVPD basis set
H -6.457 2.413 0.303
H -2.245 5.623 9.326
H -5.106 4.029 1.001
H 3.751 6.132 3.092
H -4.635 3.658 7.020
O -2.094 1.922 7.357
H -2.450 -0.687 -1.134
N 0.709 -4.062 -5.434
C 1.395 5.390 3.677
N 3.613 1.352 5.817
H -6.496 5.750 2.662
C -1.984 3.068 1.258
N -3.722 -5.345 -8.328
C 3.724 6.141 2.002
H -2.870 -5.850 -10.906
H 4.350 -7.276 -9.292
O 0.882 -7.089 -11.111
C 1.179 1.579 6.071
H 2.453 -6.064 -8.647
H 2.553 -0.390 5.249
C -4.345 1.405 2.210
C -2.996 2.133 1.630
H 10.255 0.665 5.808
C 2.327 -5.799 -9.701
C -5.290 3.777 2.145
C 1.318 5.389 2.175
H 1.128 -5.469 -6.883
H 2.311 5.724 0.473
H -6.754 4.265 3.826
C -2.154 -0.036 -1.959
N 2.814 -8.067 -10.514
O -1.616 -4.566 -8.383
C -6.662 4.568 2.677
H 1.625 6.397 4.038
C 1.157 -5.001 -3.208
H -3.730 5.334 8.384
C -2.204 -6.142 -10.090
H 4.035 -0.016 4.332
H 1.438 -4.658 -2.210
C -4.854 -6.130 -8.761
H 4.152 -0.631 5.999
H 9.750 1.734 7.141
N -1.022 0.749 -1.525
H -4.185 0.894 3.276
C -6.673 1.917 1.353
H 0.658 -3.222 -6.000
H -4.658 0.536 1.453
C 9.497 0.838 6.574
H -4.615 1.943 7.473
H 2.158 4.682 4.012
H -5.673 -5.445 -8.991
N -5.556 2.301 2.339
H -1.081 3.774 0.933
H -2.319 6.103 7.613
H -4.419 4.203 2.842
C -8.038 2.688 1.932
C -2.474 -5.291 -8.878
C 3.571 -0.004 5.320
H 0.965 1.318 5.031
H 4.855 -8.346 -10.625
H -5.962 2.187 3.315
C -2.730 2.925 7.666
N 2.436 5.748 1.479
O 0.294 5.079 1.573
H -0.170 0.245 -4.104
H -3.831 -4.748 -7.516
H -5.150 -6.782 -7.937
C 7.341 1.993 5.938
H 9.463 -0.021 7.247
H 1.083 0.698 6.712
H 0.451 2.324 6.397
O 1.084 1.529 -1.581
O 6.282 1.922 5.322
H -1.930 -0.641 -2.838
H -1.131 1.347 -0.714
C -2.640 5.358 8.344
H -1.065 4.006 7.897
H 0.433 5.085 4.093
H 3.252 -5.372 -10.100
C 1.053 -3.822 -4.135
H 1.528 0.099 -3.613
H 0.506 -6.167 -5.366
H -0.592 -5.290 -6.461
C 0.226 0.803 -2.076
C 7.727 3.211 6.732
N 8.214 0.943 5.919
C 0.423 -5.331 -6.061
H 2.489 -8.853 -11.067
O -7.886 4.151 1.975
C -4.233 2.932 7.733
H 6.938 3.962 6.655
C 4.097 -8.173 -9.859
O 2.776 3.288 6.590
H 7.889 0.158 5.365
H 8.652 3.639 6.333
H 0.357 -1.104 -3.040
H 1.538 -5.049 -9.778
H -8.254 2.200 2.992
H 4.473 5.447 1.614
H 4.517 1.800 5.919
H -4.560 3.174 8.748
H 0.191 -5.510 -3.140
H -1.172 -5.995 -10.416
H 3.944 7.147 1.640
H -2.973 0.649 -2.188
O 1.265 -2.672 -3.759
N -2.074 4.085 7.962
H -2.343 -7.198 -9.843
H 7.853 2.947 7.786
H 4.063 -9.032 -9.185
C 2.567 2.148 6.184
H -4.630 -6.736 -9.640
H 1.927 -5.691 -3.566
H -8.878 2.457 1.136
C 1.941 -7.018 -10.494
H -6.818 0.760 1.256
C 0.496 -0.047 -3.287
```

Computed properties:
- Multiplicity: 1
- HOMO: -0.3685 Eh
- Gap between HOMO and LUMO: 7.28 eV
- Net charge: +1

=====

Record 4
An isolated ion of composition C5H9N2 and charge +1 at a distorted geometry, computed with ωB97M-V with the def2-TZVPD basis set.

```
16
C5H9N2 ωB97M-V with the def2-TZVPD basis set
H -2.624 -1.386 -1.122
H -0.461 0.321 1.765
H -0.046 -1.416 -1.544
H -0.351 -2.229 -0.009
H 1.916 0.170 -1.539
C 0.347 -0.239 -0.046
C 1.791 1.427 0.041
H 1.029 2.128 2.040
N 1.393 0.322 -0.672
C -0.529 -1.345 -0.563
H -2.058 0.223 -0.608
H -2.245 -1.090 0.639
C 0.941 1.501 1.097
C -1.938 -0.846 -0.505
H 2.673 2.026 -0.026
N 0.161 0.432 1.053
```

Computed properties:
- SMILES: CCc1[nH]cc[nH+]1
- Multiplicity: 1
- HOMO: -0.5241 Eh
- Gap between HOMO and LUMO: 11.32 eV
- Net charge: +1

=====

Number 1: LUMO 0.07 eV. Number 2: LUMO 0.12 eV. Number 3: LUMO -2.75 eV. Number 4: LUMO -2.94 eV.